ORCA calculation (wB97M-V/def2-TZVPD) on C38H47ClN4O4 as an isolated structure at a distorted geometry.

Each line ends with the Löwdin charge.
CARTESIAN COORDINATES (ANGSTROEM)
1 C -5.220248 2.578024 4.576727  -0.281
2 H -4.773980 3.641916 4.458288  0.122
3 O -4.955754 1.711580 3.730385  -0.078
4 C -3.504527 1.404893 3.522893  0.028
5 C -2.352055 2.115585 4.243327  0.109
6 C -1.096732 1.503360 3.973416  -0.097
7 C -0.753016 0.420487 3.007156  -0.183
8 C -1.940123 0.128521 2.280712  0.045
9 C -3.257963 0.484912 2.428908  -0.291
10 O -4.251633 -0.053864 1.833528  0.041
11 C -4.296158 -1.027161 0.644696  -0.450
12 C -4.021405 -2.328481 1.108486  -0.047
13 H -4.671607 -2.630240 1.735308  0.015
14 H -3.778073 -3.105720 0.394868  0.111
15 H -3.111876 -2.350222 1.934743  0.148
16 C -5.297437 -1.005116 -0.222304  -0.040
17 H -5.320729 0.108868 -0.442958  0.153
18 H -6.162469 -1.254288 0.376679  0.135
19 H -5.354179 -1.478363 -0.926395  -0.032
20 H -3.261187 -0.817534 0.097173  0.167
21 H -1.646202 -0.634774 1.513016  0.131
22 C 0.481268 0.038425 2.809650  -0.147
23 N 1.227967 1.363572 2.867235  0.074
24 C 1.079490 2.250527 3.712499  -0.262
25 O 1.559252 3.680898 3.788588  -0.202
26 C -0.062561 2.156729 4.829085  -0.021
27 H -0.114306 3.101403 5.270335  0.104
28 H 0.171718 1.464625 5.527784  0.084
29 C 2.307638 1.451285 1.741184  -0.084
30 C 3.106184 0.419490 1.496895  -0.066
31 C 3.734049 0.582611 0.328296  -0.020
32 C 3.867050 1.798120 -0.536938  -0.296
33 C 3.074059 2.756271 -0.044343  -0.133
34 C 2.450293 2.756572 1.045833  0.009
35 H 1.808057 3.582711 1.318493  0.121
36 H 2.912740 3.637479 -0.617165  0.113
37 N 4.554965 1.847921 -1.665261  -0.084
38 C 4.590793 0.225905 -2.511781  0.030
39 H 4.738376 -0.405276 -1.920793  -0.017
40 H 5.310264 0.476661 -3.343431  0.143
41 C 3.370927 0.101989 -3.225786  -0.391
42 C 2.053920 -0.233073 -2.528356  -0.211
43 C 0.880082 -0.335610 -3.275190  -0.263
44 H 0.727226 0.528520 -3.857961  0.128
45 H -0.060620 -0.407396 -2.601864  0.172
46 C 1.109630 -1.537172 -3.876885  -0.329
47 N 0.008084 -2.165096 -4.611455  -0.150
48 C -0.932691 -2.752419 -3.672629  -0.044
49 C -2.189454 -1.677432 -3.193356  -0.542
50 O -2.656273 -2.057523 -2.263508  0.139
51 N -2.453219 -0.647025 -3.932276  -0.115
52 C -3.393315 0.325010 -3.425955  0.048
53 H -3.822403 0.000905 -2.323699  0.150
54 H -2.767031 1.152716 -3.202849  0.097
55 H -4.092643 0.306243 -4.029157  0.007
56 C -1.830676 -0.530742 -5.150567  -0.199
57 C -0.731852 -1.312945 -5.744836  -0.067
58 H -1.355653 -2.174301 -6.385106  0.169
59 H -0.162140 -0.952056 -6.373291  0.009
60 H -1.192925 0.347834 -4.868881  0.121
61 H -2.471701 -0.025496 -5.876679  0.140
62 H -1.625997 -3.568447 -4.334020  0.177
63 H -0.586600 -3.189092 -2.955015  -0.011
64 C 2.249554 -1.374092 -5.163500  0.010
65 C 3.585839 -0.976768 -4.213388  -0.163
66 H 4.359828 -0.776272 -4.902184  0.087
67 H 3.863740 -1.867084 -3.633806  0.125
68 H 2.236321 -2.269824 -5.613735  0.048
69 H 2.039032 -0.480443 -5.777119  0.105
70 H 1.380808 -2.763235 -3.305299  0.257
71 H 1.791706 0.773693 -1.727328  0.194
72 H 2.337214 -0.905516 -1.646357  0.153
73 H 3.096610 1.163227 -4.008319  0.227
74 C 4.448751 3.062761 -2.423203  -0.084
75 H 5.588523 2.833305 -3.113069  0.172
76 H 5.028173 3.784272 -1.624216  0.155
77 H 3.692523 3.303119 -2.947230  -0.016
78 H 4.443305 -0.263778 0.109571  0.121
79 H 2.963014 -0.228330 2.267110  0.085
80 C 1.047713 -0.828138 4.073802  -0.198
81 C 2.164100 -0.585386 4.693983  -0.063
82 C 2.631433 -1.359889 5.868883  0.014
83 C 1.818462 -2.678435 6.020111  -0.730
84 C 0.696806 -2.819160 5.397958  -0.114
85 C 0.060050 -1.715738 4.542622  0.057
86 H -0.843696 -1.979631 3.731575  0.177
87 H -0.133060 -3.515944 5.606550  0.112
88 Cl 2.514979 -3.468733 7.326952  0.715
89 H 3.570422 -1.382998 6.323935  0.054
90 H 2.817916 0.311799 4.418543  0.148
91 H 0.823188 -0.431998 2.134503  0.055
92 H -2.634609 2.650617 4.951884  0.014
93 H -4.912990 2.337087 5.568052  0.082
94 H -6.320277 2.655805 4.407229  0.119

Atoms 1-6, force components in eV/Å:
C -2.84 7.18 4.22
H -0.45 -1.14 -0.44
O 6.67 -6.80 -6.86
C -0.32 1.50 -0.15
C -1.11 -9.96 -9.71
C -1.25 1.10 1.08

Computed properties:
ΔE to the lowest compared entry with this formula, charge and spin = 3326.9 kJ/mol
strongest force on any atom = 17.9 eV/A
total energy = -2455.1660 a.u.
E_HOMO = -7.23 eV
spin multiplicity = 1

ORCA calculation (wB97M-V/def2-TZVPD) on C38H47FN8O4S2Sn as an isolated structure at a distorted geometry.

Each line ends with the Löwdin charge.
CARTESIAN COORDINATES (ANGSTROEM)
1 Sn -2.477360 2.415019 -0.101984  1.198
2 C 3.192015 0.840661 -1.855495  -0.022
3 C 2.498415 2.209200 -1.635365  -0.193
4 N 1.193527 2.345945 -1.811697  0.042
5 N 0.607777 1.252636 -2.163792  -0.115
6 C -0.656212 1.037133 -2.479726  -1.025
7 S -1.992497 2.169215 -2.593380  0.613
8 S -0.831002 -0.707959 -2.951996  0.860
9 C -0.802708 -0.446861 -4.772799  -0.431
10 C 0.542963 -0.534663 -5.408249  -0.302
11 C 0.772638 0.256245 -6.528765  -0.042
12 C 2.068776 0.254345 -7.069140  -0.095
13 C 3.048727 -0.556632 -6.550972  -0.129
14 C 2.785800 -1.361377 -5.472115  -0.094
15 C 1.486372 -1.466561 -4.957643  -0.048
16 C 3.240682 3.390936 -1.238156  -0.112
17 C 4.579493 3.235150 -0.875948  -0.078
18 C 5.300981 4.143433 -0.131652  -0.134
19 C 4.729430 5.358646 0.190593  -0.120
20 C 3.429820 5.648285 -0.194013  -0.041
21 C 2.628068 4.714874 -0.956246  -0.378
22 O 1.462066 5.043031 -1.368570  -0.112
23 H 2.462183 0.052964 -1.977452  0.047
24 H 3.781006 0.869000 -2.756236  0.073
25 H 3.918381 0.555939 -1.037551  0.093
26 H -1.460331 -1.236469 -5.202002  0.092
27 H -1.260540 0.506904 -5.003373  0.060
28 H 0.053505 0.878467 -6.987441  0.097
29 H 2.234413 0.933247 -7.960561  0.120
30 H 4.077375 -0.577820 -6.974382  0.113
31 H 3.662093 -1.828171 -5.023820  0.104
32 H 1.131719 -2.229334 -4.275061  0.097
33 H 5.062175 2.356706 -1.281374  0.095
34 H 6.358768 3.956549 0.061342  0.095
35 H 5.331905 6.063739 0.791978  0.106
36 H 2.958958 6.587975 0.037505  0.088
37 C -3.080779 5.150965 -1.056012  -0.187
38 C -1.706328 5.442017 -0.516250  -0.144
39 N -1.087350 4.219364 0.219649  -0.084
40 C -0.810529 4.377840 1.724103  -0.131
41 C -1.441521 3.270940 2.615731  -0.187
42 N -2.721337 2.764294 2.124282  -0.104
43 C -3.882851 3.708996 2.311297  -0.154
44 C -4.171146 4.632006 1.171994  -0.190
45 N -3.874199 4.189167 -0.184305  -0.132
46 H -2.953954 4.650726 -2.026731  0.076
47 H -3.728937 6.039969 -1.139385  0.139
48 H -1.787403 6.333932 0.180674  0.134
49 H -0.979107 5.697702 -1.287106  0.119
50 H -0.130769 4.062972 -0.247562  0.112
51 H -1.069454 5.365857 2.092820  0.110
52 H 0.285400 4.315618 1.906444  0.140
53 H -1.526452 3.710471 3.615111  0.121
54 H -0.683954 2.434269 2.831182  0.158
55 H -2.918350 1.829939 2.520109  0.147
56 H -3.864382 4.331127 3.237638  0.146
57 H -4.764480 3.052214 2.433679  0.132
58 H -3.510398 5.526963 1.387764  0.127
59 H -5.221525 5.099087 1.243542  0.168
60 H -4.604125 3.806201 -0.769280  0.133
61 C -3.545537 -5.348894 2.183540  -0.076
62 C -3.469546 -3.922847 2.778586  -0.196
63 N -2.851091 -2.996895 1.849723  -0.071
64 C -3.715254 -1.976629 1.445212  -0.006
65 C -3.294154 -0.755769 0.947912  -0.073
66 C -4.382285 0.312318 0.927870  -0.555
67 O -5.342080 0.159652 1.694533  0.044
68 O -4.275417 1.311545 0.068942  -0.167
69 C -1.895994 -0.528989 0.774742  -0.326
70 O -1.349701 0.581680 0.420960  -0.202
71 C -1.033189 -1.729829 0.967358  -0.037
72 C 0.368527 -1.616084 0.890032  0.038
73 C 1.210697 -2.564188 1.324007  -0.241
74 F 2.457158 -2.186372 1.529229  0.076
75 C 0.742335 -3.815101 1.840865  -0.169
76 C -0.660693 -3.966304 1.928301  0.049
77 C -1.527087 -2.943469 1.541090  -0.162
78 N 1.602712 -4.831870 2.247864  -0.126
79 C 1.718990 -6.019316 1.438579  -0.149
80 C 2.227514 -7.214783 2.253059  -0.241
81 N 2.529002 -6.836802 3.634035  -0.010
82 C 3.455154 -5.634862 3.642769  -0.179
83 C 2.852797 -4.445358 2.880262  -0.164
84 H -4.654280 -5.465144 2.100647  0.083
85 H -3.082364 -6.113048 2.745048  0.043
86 H -3.159736 -5.406069 1.158025  0.082
87 H -2.888363 -3.887739 3.722633  0.129
88 H -4.460979 -3.569060 3.010931  0.101
89 H -4.812812 -2.142778 1.574719  0.139
90 H 0.701557 -0.619906 0.620926  0.124
91 H -1.069197 -4.910887 2.374932  0.116
92 H 2.394185 -5.895503 0.583506  0.122
93 H 0.674570 -6.304493 1.029671  0.148
94 H 3.142030 -7.569177 1.806625  0.094
95 H 1.562649 -8.085298 2.257797  0.084
96 H 2.906481 -7.650271 4.130177  0.016
97 H 1.666272 -6.577012 4.066267  0.044
98 H 4.419822 -5.967438 3.195550  0.115
99 H 3.694643 -5.331890 4.659234  0.084
100 H 3.599782 -3.990352 2.219015  0.119
101 H 2.657432 -3.687801 3.660972  0.129

Atoms 1-6, force components in eV/Å:
Sn 0.80 -2.95 -1.42
C 0.49 0.46 1.22
C 0.46 0.14 -0.22
N -0.33 1.98 0.79
N -2.37 -2.74 -1.28
C 3.25 -0.52 0.51

Computed properties:
ΔE to the lowest compared entry with this formula, charge and spin = 305.7 kJ/mol
strongest force on any atom = 4.0 eV/A
total energy = -3325.4626 a.u.
E_HOMO (alpha / beta) = -4.80 / -3.00 eV
spin multiplicity = 1

ORCA calculation (wB97M-V/def2-TZVPD) on C38H47N5ORu as an isolated structure at a distorted geometry.

Each line ends with the Löwdin charge.
CARTESIAN COORDINATES (ANGSTROEM)
1 Ru 0.173750 1.016361 -0.490412  1.383
2 N -1.578430 1.397608 2.280764  0.108
3 N 1.596302 2.376930 1.158405  -0.109
4 C 0.180116 0.486832 -2.610184  -0.338
5 C -0.240520 1.847236 -2.349771  -0.373
6 C -1.467666 1.781568 -1.592616  -0.365
7 C -2.283412 2.936338 -1.133672  -0.061
8 H -1.710145 3.864503 -1.210687  0.067
9 H -2.587545 2.811152 -0.088341  0.067
10 H -3.190058 3.044213 -1.743239  0.081
11 C -1.806794 0.394578 -1.420819  -0.286
12 C -3.009870 -0.089284 -0.695963  -0.043
13 H -3.891288 -0.152264 -1.347292  0.085
14 H -3.254716 0.593731 0.125636  0.064
15 H -2.835299 -1.080210 -0.260456  0.057
16 C -0.799148 -0.399366 -2.053310  -0.284
17 C -0.760254 -1.884233 -2.127458  -0.037
18 H -1.238232 -2.339236 -1.254099  0.073
19 H 0.274514 -2.239569 -2.173833  0.071
20 H -1.274632 -2.263079 -3.020821  0.082
21 C 0.399300 3.108542 -2.806090  -0.059
22 H -0.315111 3.729028 -3.360709  0.080
23 H 1.260779 2.900134 -3.443294  0.055
24 H 0.747204 3.702972 -1.951139  0.069
25 C 1.408536 0.058225 -3.334090  -0.045
26 H 1.955886 -0.695592 -2.752326  0.073
27 H 2.082784 0.904631 -3.491748  0.055
28 H 1.182237 -0.386813 -4.312998  0.083
29 C -2.175510 1.020920 3.417081  -0.137
30 H -3.012423 0.332230 3.319818  0.056
31 C -1.772140 1.444521 4.693059  -0.074
32 H -2.304190 1.062863 5.559237  0.091
33 C -0.720571 2.359426 4.775422  -0.092
34 H -0.399805 2.744638 5.745914  0.096
35 C -0.095108 2.763759 3.601891  -0.030
36 H 0.731001 3.471228 3.601219  0.089
37 C -0.527353 2.213709 2.373696  -0.300
38 C 0.164819 2.544321 1.117485  -0.267
39 H -0.174757 3.492895 0.668127  0.093
40 C 1.938977 1.516500 0.135048  -0.230
41 C 2.699926 3.111561 1.558189  -0.057
42 H 2.630532 3.860738 2.325061  0.101
43 C 3.758770 2.635751 0.864633  -0.059
44 H 4.801717 2.878356 0.920188  0.107
45 N 3.293317 1.671225 -0.046879  -0.028
46 C 4.077878 1.007736 -1.069297  -0.129
47 C 4.396169 1.676678 -2.259339  -0.212
48 C 5.153398 1.005909 -3.226629  -0.016
49 H 5.403924 1.524011 -4.152440  0.116
50 C 5.593324 -0.301374 -3.025766  -0.274
51 C 6.415823 -1.011743 -4.062803  -0.061
52 H 5.838225 -1.807594 -4.555627  0.084
53 H 7.296987 -1.483517 -3.607067  0.079
54 H 6.761874 -0.311054 -4.830925  0.071
55 C 5.252628 -0.950706 -1.840550  -0.006
56 H 5.592813 -1.970349 -1.663731  0.118
57 C 4.497438 -0.308960 -0.855031  -0.195
58 C 4.201190 -0.992876 0.434350  -0.035
59 H 4.715536 -0.518456 1.278532  0.092
60 H 4.533586 -2.032734 0.372463  0.082
61 H 3.132680 -0.991751 0.664311  0.044
62 C 3.969729 3.083667 -2.526836  -0.043
63 H 4.774556 3.794631 -2.295507  0.087
64 H 3.087322 3.377063 -1.952292  0.062
65 H 3.740815 3.197515 -3.595179  0.082
66 C -6.032114 -2.986573 0.115285  -0.093
67 C -5.389607 -3.526826 1.372873  -0.232
68 N -4.190413 -2.752237 1.745070  -0.066
69 C -4.541831 -1.465692 2.372927  -0.231
70 C -4.629062 -1.452179 3.894648  -0.086
71 C -3.044159 -3.511232 1.874380  -0.438
72 O -3.130867 -4.739744 1.889722  -0.035
73 C -1.646921 -2.962855 1.800003  -0.161
74 C -0.614913 -3.918490 1.662688  -0.081
75 C 0.594135 -3.522684 1.114151  -0.108
76 C 0.760032 -2.178360 0.726423  -0.257
77 N -0.149541 -1.240745 1.031593  0.002
78 C -1.323959 -1.626909 1.572161  -0.145
79 H -6.401235 -1.968612 0.270505  0.056
80 H -6.878931 -3.618399 -0.157449  0.064
81 H -5.321634 -2.976773 -0.717718  0.078
82 H -6.073314 -3.466953 2.225867  0.110
83 H -5.072339 -4.562143 1.234570  0.105
84 H -3.893300 -0.667149 1.987849  0.067
85 H -5.530832 -1.231979 1.966036  0.101
86 H -3.656254 -1.692202 4.343403  0.079
87 H -4.918670 -0.431313 4.176035  0.069
88 H -5.402262 -2.135176 4.274752  0.071
89 H -0.803254 -4.946925 1.961760  0.091
90 H 1.403124 -4.223707 0.922248  0.083
91 H 1.634339 -1.887476 0.131064  0.055
92 H -2.037604 -0.842342 1.809887  0.046

Atoms 1-6, force components in eV/Å:
Ru -0.16 -3.12 3.55
N -0.48 -0.04 0.58
N 1.26 0.12 -1.16
C -1.20 -0.25 -1.34
C -0.69 -0.01 -1.03
C -1.08 -0.37 -1.54

Computed properties:
strongest force on any atom = 4.7 eV/A
net charge = -1
⟨S²⟩ = 8.789
total energy = -1919.9218 a.u.
E_HOMO (alpha / beta) = -0.72 / -4.23 eV
spin multiplicity = 6